{
  "formula": "C5H6O",
  "method": "ωB97M-V/def2-TZVPD",
  "elements": ["C", "C", "C", "O", "C", "C", "H", "H", "H", "H", "H", "H"],
  "coordinates": [[-1.70, -0.09, 0.00], [-0.23, 0.05, 0.10], [0.43, 1.22, -0.07], [1.73, 0.99, -0.31], [1.89, -0.43, -0.19], [0.71, -1.01, 0.13], [-2.16, 0.88, 0.16], [-2.08, -0.82, 0.71], [-1.94, -0.43, -1.01], [0.03, 2.21, 0.10], [2.94, -0.56, -0.07], [0.39, -2.01, 0.44]],
  "de_lowest_kcal_mol": 20.5,
  "e_homo_ev": -8.56,
  "homo_lumo_gap_ev": 9.6,
  "fmax_ev_per_a": 2.347
}


{
  "formula": "C21H20F5NP2RhSSe",
  "method": "ωB97M-V/def2-TZVPD",
  "elements": ["Rh", "F", "C", "C", "F", "C", "F", "C", "S", "C", "F", "C", "F", "C", "P", "C", "C", "C", "C", "C", "C", "C", "P", "C", "C", "H", "H", "H", "H", "H", "H", "H", "H", "H", "H", "H", "H", "H", "H", "H", "H", "Se", "C", "C", "C", "N", "C", "C", "H", "H", "H", "H"],
  "coordinates": [[-1.13, -0.34, 0.35], [-2.95, 4.36, 4.88], [-2.59, 3.19, 4.37], [-2.56, 3.01, 3.00], [-2.90, 4.01, 2.18], [-2.18, 1.79, 2.49], [-2.13, 1.66, 1.13], [-1.81, 0.72, 3.29], [-1.36, -0.85, 2.65], [-1.82, 0.94, 4.66], [-1.44, -0.03, 5.49], [-2.21, 2.16, 5.20], [-2.21, 2.33, 6.51], [-0.59, -3.84, 0.69], [-0.10, -2.33, -0.17], [-0.11, -2.79, -1.92], [1.66, -2.10, 0.21], [2.55, -3.17, 0.20], [3.89, -2.97, 0.48], [4.35, -1.69, 0.78], [3.47, -0.62, 0.79], [2.12, -0.82, 0.50], [0.96, 0.56, 0.49], [1.35, 1.55, 1.94], [1.47, 1.59, -0.91], [-0.03, -4.68, 0.29], [-1.66, -4.01, 0.52], [-0.41, -3.74, 1.76], [0.56, -3.65, -2.06], [0.22, -1.95, -2.53], [-1.12, -3.06, -2.21], [2.20, -4.17, -0.03], [4.57, -3.81, 0.48], [5.40, -1.53, 1.01], [3.84, 0.37, 1.02], [1.28, 0.94, 2.84], [0.63, 2.37, 2.01], [2.35, 1.97, 1.84], [2.52, 1.84, -0.81], [0.87, 2.50, -0.89], [1.29, 1.07, -1.84], [-2.01, 0.27, -1.79], [-1.64, 0.86, -3.57], [-1.68, -0.04, -4.62], [-1.46, 0.43, -5.90], [-1.21, 1.72, -6.17], [-1.17, 2.57, -5.15], [-1.37, 2.20, -3.83], [-1.90, -1.09, -4.44], [-1.49, -0.24, -6.75], [-0.96, 3.61, -5.41], [-1.35, 2.93, -3.03]],
  "de_lowest_kcal_mol": 18.3,
  "e_homo_ev": -10.99,
  "homo_lumo_gap_ev": 6.3,
  "total_charge": 1,
  "fmax_ev_per_a": 1.519
}


{
  "formula": "C37H37AsFN4O11STcTe",
  "method": "ωB97M-V/def2-TZVPD",
  "elements": ["Tc", "C", "C", "N", "C", "C", "C", "O", "O", "C", "O", "C", "C", "C", "F", "C", "C", "C", "N", "C", "C", "N", "C", "C", "H", "H", "H", "H", "H", "H", "H", "H", "H", "H", "H", "H", "H", "H", "H", "H", "H", "H", "O", "As", "O", "O", "C", "C", "C", "C", "C", "C", "S", "O", "O", "O", "H", "H", "H", "H", "H", "C", "C", "C", "C", "C", "C", "N", "C", "C", "C", "C", "C", "C", "C", "O", "O", "C", "C", "H", "H", "H", "H", "H", "H", "H", "H", "H", "H", "H", "H", "H", "H", "Te"],
  "coordinates": [[-0.38, -0.12, -0.02], [6.13, 0.93, 4.14], [5.56, -0.44, 3.81], [4.58, -0.39, 2.73], [3.27, -0.31, 3.04], [2.24, -0.20, 2.16], [0.86, -0.09, 2.77], [0.78, -0.11, 3.99], [-0.15, 0.04, 1.99], [2.55, -0.21, 0.76], [1.72, -0.21, -0.17], [3.98, -0.21, 0.41], [4.36, -0.11, -0.93], [5.68, -0.10, -1.26], [6.02, 0.08, -2.56], [6.70, -0.23, -0.30], [6.31, -0.32, 1.02], [4.97, -0.30, 1.40], [8.08, -0.25, -0.60], [8.49, -0.79, -1.89], [9.75, -1.70, -1.81], [10.07, -2.09, -0.44], [10.21, 1.07, -0.44], [8.74, 1.03, -0.23], [6.86, 0.85, 4.95], [5.34, 1.60, 4.46], [6.62, 1.38, 3.28], [5.05, -0.86, 4.67], [6.34, -1.14, 3.53], [3.02, -0.33, 4.10], [3.60, -0.02, -1.69], [7.09, -0.44, 1.76], [8.64, 0.00, -2.63], [7.67, -1.41, -2.26], [10.61, -1.18, -2.24], [9.55, -2.56, -2.45], [10.71, -2.87, -0.44], [9.23, -2.36, 0.05], [10.62, 1.23, -1.43], [10.89, 0.81, 0.35], [8.28, 1.85, -0.81], [8.52, 1.22, 0.82], [-1.12, 0.49, -4.62], [-1.45, 0.95, -2.94], [-3.05, 0.86, -2.63], [-0.44, -0.13, -2.08], [-0.88, 2.80, -3.05], [-0.63, 3.31, -4.32], [-0.40, 4.67, -4.50], [-0.43, 5.53, -3.42], [-0.67, 5.04, -2.15], [-0.89, 3.68, -1.96], [-1.10, 3.09, -0.29], [-0.72, 4.16, 0.59], [-2.46, 2.61, -0.17], [-0.11, 1.97, -0.31], [-1.34, -0.44, -4.69], [-0.63, 2.63, -5.16], [-0.21, 5.05, -5.50], [-0.26, 6.59, -3.57], [-0.66, 5.68, -1.28], [-1.07, -3.50, -4.26], [-1.70, -4.36, -3.21], [-1.35, -5.70, -3.09], [-1.92, -6.50, -2.11], [-2.81, -5.94, -1.22], [-3.16, -4.59, -1.32], [-4.10, -4.10, -0.37], [-3.98, -3.16, 0.65], [-5.08, -2.99, 1.45], [-5.04, -2.21, 2.63], [-3.92, -1.55, 3.00], [-2.78, -1.61, 2.15], [-2.78, -2.39, 0.95], [-1.40, -2.94, 0.55], [-1.27, -4.15, 0.66], [-0.44, -2.14, 0.24], [-2.66, -3.81, -2.35], [-3.12, -2.40, -2.56], [-0.28, -4.05, -4.79], [-0.62, -2.61, -3.82], [-1.80, -3.17, -5.00], [-0.61, -6.11, -3.77], [-1.64, -7.54, -2.01], [-3.20, -6.52, -0.39], [-4.82, -4.77, -0.16], [-5.99, -3.53, 1.20], [-5.93, -2.16, 3.25], [-3.87, -0.96, 3.90], [-1.82, -1.27, 2.52], [-4.01, -2.16, -1.99], [-3.34, -2.22, -3.61], [-2.35, -1.69, -2.26], [-2.96, 0.00, 0.33]],
  "de_lowest_kcal_mol": 0.0,
  "s_squared": 3.77,
  "e_homo_ev": [-4.05, -4.30],
  "homo_lumo_gap_ev": [5.8, 5.6],
  "total_charge": -1,
  "fmax_ev_per_a": 0.689,
  "multiplicity": 4
}